# 1
Here is C15H13F3N4 in the gas phase in a non-equilibrium geometry from OMol25. Energies are from ωB97M-V/def2-TZVPD.

Calculated values
* LUMO energy: 0.0183 Ha
* electronic energy: -29875.697 eV
* molecular weight: 306.29 u
* SMILES: FC(F)(F)c1cnc(Nc2ccc(C=C3CNC3)cc2)nc1
* energy relative to the best compared isomer or geometry (same formula, charge and spin): 46.4 kcal/mol

Element x y z (Å)
H  -3.011  2.845  1.931
H  -1.828  1.275  1.044
C  -0.285  0.935  2.169
C  -2.254  3.607  1.872
C  1.191  -3.926  -3.036
H  -1.482  4.654  4.582
H  1.909  -1.733  1.851
N  0.420  -2.621  -0.065
C  0.099  -1.448  0.659
C  -1.144  4.655  3.520
C  0.831  0.045  2.477
H  -1.941  3.789  0.858
C  0.790  -2.534  -1.354
H  -0.246  5.261  3.445
C  -0.303  2.229  2.920
N  0.907  -1.439  -2.069
N  0.973  -3.763  -1.695
C  1.273  -2.877  -3.906
C  1.668  -3.119  -5.311
H  0.629  -3.528  0.323
C  1.024  -1.583  -3.337
F  3.084  -3.122  -5.328
F  1.046  -2.277  -6.110
C  -1.021  -0.661  0.423
H  0.551  2.428  3.562
C  -1.196  3.304  2.844
H  1.046  -0.700  -3.987
H  -1.754  -0.869  -0.338
H  1.318  -4.918  -3.406
H  1.450  0.263  3.319
C  -1.121  0.513  1.154
H  -2.352  5.818  2.157
N  -2.398  4.928  2.622
F  1.137  -4.342  -5.541
C  0.991  -1.090  1.752

***

# 2
Here is a molecular structure, C15H13N4O2ReS4Sb from OMol25. Energies are from ωB97M-V/def2-TZVPD.

Calculated values
* LUMO energy: -0.3533 Ha
* electronic energy: -77804.197 eV
* charge: +3
* molecular weight: 717.53 u
* energy relative to the best compared isomer or geometry (same formula, charge and spin): 0.0 kcal/mol

Element x y z (Å)
Re  -1.716  0.079  0.519
C  -3.518  3.952  -0.192
S  16.674  2.084  -10.433
H  -3.144  4.486  -1.067
H  -3.622  -4.712  -0.262
C  -3.438  -4.252  1.839
S  -3.226  0.103  -1.091
H  -3.876  -5.179  2.182
Sb  16.458  -0.030  -10.598
H  -3.036  -3.468  3.824
C  -0.799  0.494  4.934
H  -1.989  4.990  0.987
H  -2.650  -2.558  -0.978
N  -1.349  -0.223  2.670
S  0.100  0.067  -0.409
C  -3.304  -3.995  0.481
C  0.413  1.399  3.031
S  16.255  -2.144  -10.769
O  -3.589  1.785  -1.267
C  -3.175  2.510  -0.300
H  0.568  1.465  1.964
C  -0.009  1.245  5.780
C  1.215  2.122  3.891
H  -4.604  4.058  -0.195
O  -2.087  2.810  2.856
C  1.000  2.051  5.263
N  -1.846  -1.255  3.176
N  -2.456  2.009  0.696
H  1.618  2.633  5.934
N  -2.337  -1.869  0.953
C  -0.579  0.576  3.557
C  -2.862  4.351  1.129
H  -1.590  -0.129  5.325
H  2.003  2.748  3.496
C  -2.762  -2.794  0.072
C  -2.397  3.053  1.742
C  -2.432  -2.144  2.276
H  -3.530  4.858  1.822
H  -0.180  1.206  6.846
C  -2.986  -3.311  2.756

***

# 3
Here is a molecular structure, C15H14BF2FeN3O2S2 from OMol25. Energies are from ωB97M-V/def2-TZVPD.

Calculated values
* multiplicity: 6
* LUMO energy (spin up / spin down): -0.1017 / -0.1426 Ha
* electronic energy: -86511.249 eV
* charge: +1
* molecular weight: 437.08 u
* energy relative to the best compared isomer or geometry (same formula, charge and spin): 0.0 kcal/mol

Element x y z (Å)
H  1.823  4.384  2.800
F  -1.526  3.494  -0.815
C  1.321  -2.321  -1.512
H  -4.355  -0.240  -0.678
O  -0.852  -0.285  -1.476
H  -3.485  1.778  3.009
F  -2.921  2.048  -1.791
H  -1.566  -1.943  2.106
C  2.997  -0.585  -1.641
C  -4.045  0.870  1.143
C  -2.973  -1.240  0.637
C  3.963  -1.534  -1.884
C  2.285  -3.272  -1.760
H  4.990  -1.229  -2.040
C  -0.056  3.460  2.153
H  -2.786  -2.052  -0.051
C  -2.490  -0.105  2.713
C  1.281  3.592  2.312
H  -4.713  1.673  0.860
S  0.481  0.239  -1.131
C  1.675  -0.978  -1.449
C  -3.369  0.920  2.362
C  0.606  1.606  1.110
N  4.573  -3.830  -2.230
S  2.105  2.264  1.586
C  -2.292  -1.183  1.856
H  -1.914  -0.027  3.624
N  0.282  0.434  0.471
N  -0.436  2.330  1.475
C  3.625  -2.896  -1.952
H  2.009  -4.317  -1.820
O  0.876  1.479  -1.743
B  -2.186  3.152  -1.894
H  -0.798  4.157  2.508
Fe  -1.726  0.902  0.326
H  0.288  -2.616  -1.382
H  5.542  -3.576  -2.274
H  3.258  0.465  -1.619
C  -3.845  -0.211  0.275
H  4.355  -4.808  -2.183

***

# 4
Here is a molecular structure, C15H14BrCsN4O2Se in a non-equilibrium geometry from OMol25. Energies are from ωB97M-V/def2-TZVPD.

Calculated values
* LUMO energy: -0.0324 Ha
* electronic energy: -161775.144 eV
* molecular weight: 574.07 u
* energy relative to the best compared isomer or geometry (same formula, charge and spin): 3.9 kcal/mol

Element x y z (Å)
C  1.329  4.619  -3.437
C  2.910  -0.430  -1.781
H  2.796  2.776  0.709
H  -3.070  3.504  -1.823
H  2.682  3.720  -2.051
H  -0.188  5.345  -4.757
C  1.666  3.741  -2.417
H  3.441  -0.113  1.819
O  0.807  1.089  1.111
C  -5.088  2.052  -0.980
H  4.584  1.184  0.615
C  0.045  4.656  -3.958
C  -4.409  -0.518  -0.503
C  -5.741  -0.154  -0.356
H  5.006  2.120  1.892
H  2.780  2.566  2.472
N  -1.546  2.103  -1.816
N  1.780  -0.691  -1.819
Se  4.595  0.017  -1.663
H  -1.917  3.800  -3.850
C  -0.919  3.817  -3.432
H  0.944  2.230  -1.090
N  4.308  1.469  1.556
C  2.983  2.058  1.521
N  -3.454  0.310  -0.874
O  2.470  -0.262  1.674
Cs  -0.465  -0.427  -0.551
C  -0.612  2.952  -2.372
Br  2.647  5.829  -4.081
H  -6.491  -0.884  -0.093
C  1.970  0.923  1.401
C  -3.778  1.582  -1.130
H  -5.318  3.089  -1.177
H  -4.102  -1.543  -0.336
C  0.703  2.906  -1.895
C  -2.744  2.475  -1.623
C  -6.080  1.171  -0.588
H  -7.104  1.499  -0.496

***

# 5
Here is C15H14BrN3OS in the gas phase from OMol25. Energies are from ωB97M-V/def2-TZVPD.

Calculated values
* LUMO energy: 0.0126 Ha
* electronic energy: -103178.882 eV
* molecular weight: 364.27 u
* SMILES: CC(=O)Nc1ccc(NC(=S)Nc2ccc(Br)cc2)cc1
* energy relative to the best compared isomer or geometry (same formula, charge and spin): 0.0 kcal/mol

Element x y z (Å)
H  7.197  1.652  4.462
N  -0.275  -0.270  -2.499
C  -2.601  0.222  -2.745
Br  -5.914  -0.055  -0.268
C  -3.118  -0.620  -0.156
O  6.658  -0.772  2.598
H  -0.227  -0.370  -3.505
C  7.002  0.585  4.550
H  -3.329  -0.966  0.844
H  0.153  0.688  -0.314
C  1.902  1.176  1.355
H  6.425  0.405  5.455
H  7.947  0.054  4.618
S  2.259  -0.621  -2.845
C  4.220  -0.317  1.123
C  -4.140  -0.137  -0.956
H  4.808  1.421  3.884
C  0.962  -0.226  -1.907
H  -4.696  0.629  -2.878
H  -2.399  0.537  -3.758
C  -1.548  -0.231  -1.945
N  5.042  0.728  3.185
H  2.758  1.977  3.134
H  0.994  1.756  1.452
C  2.060  0.313  0.271
C  3.226  -0.439  0.173
C  -3.890  0.272  -2.256
H  5.119  -0.903  1.037
H  -1.051  -1.100  -0.035
N  0.996  0.223  -0.631
C  4.070  0.556  2.197
H  3.362  -1.122  -0.648
C  2.894  1.299  2.302
C  -1.828  -0.673  -0.649
C  6.242  0.089  3.335

***

# 6
Here is a molecular structure, C15H14Cl24N2O2S2 in a non-equilibrium geometry from OMol25. Energies are from ωB97M-V/def2-TZVPD.

Calculated values
* LUMO energy: -0.0704 Ha
* electronic energy: -345056.412 eV
* molecular weight: 1169.29 u

Element x y z (Å)
Cl  -1.178  1.908  5.732
Cl  -9.721  3.804  3.246
H  -1.039  3.546  1.238
Cl  -1.288  -5.406  -3.346
C  -7.983  3.810  3.574
H  5.304  -0.089  -0.735
H  -2.392  3.690  4.795
Cl  -0.368  3.262  -3.727
O  3.947  2.941  -0.456
Cl  1.248  -4.289  1.355
Cl  5.358  5.513  -5.031
H  5.314  4.291  -3.021
H  3.906  -7.119  -3.539
Cl  -4.451  -1.554  6.247
C  -1.953  3.622  -3.034
Cl  2.854  -2.243  2.658
C  -0.555  2.667  0.678
C  0.987  2.641  0.311
Cl  3.337  -9.367  -3.927
Cl  -1.557  2.542  2.914
Cl  1.459  -4.823  -2.584
O  3.718  1.418  -2.357
C  2.876  -3.627  1.554
C  -0.725  0.205  -0.494
C  0.397  -5.381  -3.885
C  0.834  0.188  -0.857
Cl  3.553  -3.161  -0.012
H  3.986  -0.533  0.514
Cl  -3.848  1.857  4.577
N  1.338  -1.000  -1.558
Cl  4.645  6.449  -2.370
Cl  -6.383  -0.162  4.573
S  -0.119  -1.899  -1.696
C  -2.261  2.640  4.540
C  -5.510  -1.681  4.835
C  4.177  -8.065  -3.074
H  -7.773  4.600  4.293
H  0.481  -4.685  -4.718
C  1.677  1.449  -0.438
Cl  0.895  -6.984  -4.446
Cl  -1.986  3.168  -1.318
C  4.678  5.056  -3.461
H  -2.569  1.383  0.443
Cl  -6.645  -3.025  5.027
H  3.510  -4.399  1.986
Cl  3.056  4.383  -3.658
Cl  -7.072  4.147  2.095
Cl  5.931  -8.267  -3.203
Cl  -7.476  2.267  4.278
H  1.574  3.585  0.620
Cl  3.681  -8.013  -1.376
C  -1.433  1.423  0.239
H  -2.127  4.694  -3.110
S  3.470  1.561  -0.854
C  4.543  0.338  0.027
H  5.190  0.841  0.846
H  -4.893  -1.876  3.960
Cl  -3.231  2.784  -3.928
N  -1.390  -1.026  -0.942

***

Look up the molecular weight of the fourth one. 574.07 u

***

Which value of electronic energy does entry 2 give? -77804.197 eV